# 1
The following is a DFT calculation (ωB97M-V with the def2-TZVPD basis set) of 11 unconnected molecules or ions with the total composition C31H94O41P10 in a non-equilibrium geometry.

Geometry as ORCA input:
```
! RIJCOSX wB97M-V def2-TZVPD def2/J DEFGRID3
* xyz 0 1
H 0.548 -1.114 5.052
H -3.803 -3.736 -0.191
O 2.075 0.012 -1.013
H 6.423 5.836 2.677
O 4.105 3.385 2.497
H 3.832 4.237 4.349
O -3.906 4.752 4.109
H 2.549 3.151 3.795
C -3.436 0.933 3.014
H -1.769 -0.062 0.547
O 4.438 -6.767 -2.495
P -5.159 -0.605 1.858
H -4.213 -4.954 4.059
C -2.710 -3.228 -4.459
C 0.387 -0.199 8.108
H 1.405 -3.172 -1.231
O -0.642 -0.810 7.332
O -0.491 0.213 -1.110
H -0.940 0.133 -5.419
O 5.022 5.314 1.263
H -5.463 -2.905 4.181
O -3.754 0.152 1.856
H 6.089 0.536 -7.828
H 1.673 -5.444 2.199
H -3.228 1.970 2.750
C 0.590 -0.067 4.759
P 3.359 -6.066 -1.560
H 1.484 -5.022 -6.096
H 3.934 -1.820 -3.806
H -1.402 2.209 -4.998
O -2.283 4.330 2.161
H -2.708 2.862 6.147
H 0.956 -4.029 1.351
H -0.983 -1.741 3.016
C 5.105 0.229 -8.181
O 4.431 -0.450 -7.108
H -3.363 -2.540 -3.922
H -3.728 6.369 5.454
H 5.203 -0.472 -9.004
H 4.705 -7.628 -4.301
O -1.447 4.390 4.578
H -2.363 8.276 2.469
H 4.762 -5.808 -4.303
C 0.427 -2.725 -1.038
C -1.280 5.664 -1.121
H -3.596 -2.791 -1.638
O 1.360 3.811 -3.265
H -3.798 1.537 6.253
H 2.722 4.812 3.076
O -1.993 -3.341 2.141
O -2.594 -0.691 5.744
O 4.173 1.605 -5.681
H 3.444 -0.362 -3.009
H 1.385 -0.406 7.716
P -1.526 0.100 6.354
H -3.918 7.586 2.976
H -1.971 -4.919 -0.717
C 1.359 -4.133 -5.477
C -5.866 -2.723 3.183
C 0.486 1.841 1.270
H -0.197 2.873 4.148
H 4.876 -0.397 -4.160
H 3.249 -6.680 -4.257
O -2.203 6.519 3.570
C 4.331 -3.706 -2.023
H 0.415 -0.005 3.682
H -2.699 -1.855 3.382
H -2.278 -0.819 -0.946
O 5.185 3.043 0.269
O -0.057 -3.913 -5.382
H 4.486 2.156 -1.464
C -1.232 3.286 -4.926
H 7.029 5.753 1.051
H 3.789 3.665 -5.594
H -0.793 0.099 -3.626
H -5.362 5.941 4.850
P 0.058 4.722 -3.159
O 2.177 0.785 -7.102
H 2.375 2.629 -1.827
H -6.814 -2.196 3.187
O 0.681 0.429 1.113
O -0.455 0.736 5.372
H 2.406 2.611 -5.306
C -3.824 -5.431 3.159
C -2.900 7.350 2.653
H 0.216 4.224 3.146
H -0.330 -3.460 -0.784
H -4.747 0.167 -1.243
H -2.512 -2.619 -0.232
C -0.328 -0.176 -4.571
H -4.200 1.014 3.788
C 4.662 1.882 -0.426
C -3.097 2.119 6.854
C -1.803 -2.435 3.212
H -1.969 -3.592 -3.751
O 3.221 -4.611 -2.222
P 3.340 0.400 -6.316
H -1.837 6.173 -1.911
H 0.956 -5.283 -0.932
C -3.040 -3.333 -0.876
H 1.546 0.394 4.999
H 5.464 1.150 -0.392
O -2.391 -5.522 3.328
P 4.168 3.985 1.027
C 3.481 2.728 -5.138
C 4.285 -6.706 -3.910
H -0.553 1.977 1.572
H 1.866 -3.299 -5.964
O -2.137 -2.574 -5.581
H -0.912 6.392 -0.403
H 0.660 -6.925 -0.334
O -5.378 -0.992 0.326
H -0.032 -6.317 -1.877
H -1.533 -2.960 4.130
H -5.634 1.092 -0.040
O -0.042 -1.585 -4.514
P -1.476 -4.845 2.234
C 3.859 -0.732 -3.948
C -0.157 3.965 4.137
H 3.748 1.525 0.036
O -1.973 1.314 7.271
O -4.833 -2.050 2.471
O -6.251 0.094 2.537
C -4.402 5.555 5.190
O 2.998 -0.520 -5.064
H 4.560 1.114 -8.504
O -1.147 3.753 -3.592
H 4.598 -3.316 -3.006
H 1.618 1.786 -3.091
H 1.789 -4.314 -4.496
H -4.548 4.947 6.083
C 3.230 3.943 3.492
H 5.233 -4.156 -1.609
O 3.614 -6.135 -0.118
H -0.358 3.483 -5.553
H 0.578 4.277 4.877
H -3.021 6.848 1.686
H -2.404 0.905 -0.847
H -2.567 0.462 3.475
O 0.119 5.960 -3.935
C -1.784 0.066 -0.532
H 0.661 2.423 0.356
C 0.839 -6.330 -1.223
O 2.906 4.218 0.314
O -1.374 -5.496 0.930
H 0.179 -2.283 -2.011
C 1.110 -4.521 2.308
H -2.014 5.025 -0.622
H 3.957 -2.910 -1.383
O -0.229 4.837 -1.607
H 3.601 2.771 -4.055
H 1.201 2.350 1.919
H -4.270 -6.421 3.167
O 1.995 -6.793 -1.925
P -0.566 -2.452 -5.765
H -2.097 3.752 -5.407
C 6.363 5.251 1.755
C 1.470 2.648 -2.429
P -2.461 4.942 3.476
H -3.529 2.597 7.722
H 0.564 2.473 -1.855
H 0.631 0.322 -4.717
H -6.515 0.034 -1.108
O 0.549 -1.760 -0.004
P 0.807 -0.225 -0.325
H -3.987 -4.791 2.298
H -3.325 -4.053 -4.811
H -6.045 -3.742 2.832
H 0.293 0.889 8.105
H 0.312 -0.575 9.124
O -2.241 -4.331 -1.445
O -0.237 -1.938 -7.091
O -0.104 -4.782 3.017
H 6.690 4.230 1.939
H 1.696 -3.836 2.921
C -5.587 0.125 -0.548
*
```

Orbital gap   9.252 eV
Energy above the lowest of the compared OMol25 structures with the same formula, charge and spin   0.0 kcal per mole
Highest occupied orbital energy   -9.8 eV
SMILES   COP(=O)(OC)OC.COP(=O)(OC)OC.COP(=O)(OC)OC.COP(=O)(OC)OC.COP(=O)(OC)OC.COP(=O)(OC)OC.COP(=O)(OC)OC.COP(=O)(OC)OC.COP(=O)(OC)OC.COP(=O)(OC)OC.CO



# 2
The following is a DFT calculation (ωB97M-V with the def2-TZVPD basis set) of a molecular structure, C16H30F3MgNO17 in a non-equilibrium geometry.

Geometry as ORCA input:
```
! RIJCOSX wB97M-V def2-TZVPD def2/J DEFGRID3
* xyz 0 1
H 16.434 -10.365 -9.767
H 13.535 -4.131 -6.090
C 17.939 -5.705 -5.751
O 15.602 -6.841 -3.956
C 14.976 -3.950 -8.330
F 10.905 -5.953 -10.401
O 15.023 -3.560 -9.577
H 14.679 -2.166 -10.997
N 14.562 -6.811 -4.640
H 15.203 -1.481 -9.450
H 7.808 -8.160 -7.113
C 9.545 -7.075 -7.795
C 14.377 -3.443 -6.145
O 15.234 -7.315 -11.996
O 10.895 -7.374 -8.041
H 15.257 -3.947 -5.747
H 13.865 -6.002 -12.753
C 17.098 -9.588 -10.145
C 14.588 -2.249 -9.918
O 14.594 -3.000 -7.488
H 11.756 -9.794 -5.427
O 14.745 -9.210 -7.551
H 17.970 -10.096 -10.551
O 14.667 -6.765 -5.906
H 9.460 -6.338 -6.982
O 16.474 -8.908 -11.240
F 12.223 -4.425 -9.619
O 14.910 -11.395 -7.769
H 17.898 -5.158 -6.692
F 10.226 -4.601 -8.841
C 12.508 -9.428 -6.120
H 18.677 -5.216 -5.116
C 14.297 -12.655 -7.567
H 13.546 -2.096 -9.639
H 20.033 -8.921 -6.123
H 14.185 -2.555 -5.551
O 15.399 -7.593 -9.778
O 16.809 -7.307 -7.504
C 15.678 -7.902 -10.914
H 11.771 -5.696 -7.239
C 11.286 -5.326 -9.276
H 8.994 -9.179 -8.004
H 12.043 -8.789 -6.868
H 14.242 -12.926 -6.513
O 13.445 -6.835 -4.140
H 9.023 -6.663 -8.665
C 14.281 -10.306 -7.355
C 11.808 -6.282 -8.187
H 17.380 -8.889 -9.366
C 19.107 -9.486 -6.034
H 18.765 -9.382 -5.006
H 19.246 -10.522 -6.313
H 13.218 -8.832 -5.545
H 13.415 -6.737 -11.180
O 13.008 -6.734 -8.463
H 16.981 -5.704 -5.237
Mg 14.871 -7.088 -7.906
H 9.338 -8.661 -6.385
H 14.614 -5.475 -11.227
C 17.711 -7.745 -6.830
H 14.889 -13.390 -8.105
O 18.108 -8.996 -6.938
H 13.283 -12.681 -7.973
O 18.390 -7.049 -5.947
C 14.219 -6.325 -11.782
O 13.152 -10.560 -6.732
O 15.268 -5.070 -7.997
C 8.862 -8.341 -7.318
*
```

Orbital gap   8.871 eV
Energy above the lowest of the compared OMol25 structures with the same formula, charge and spin   0.0 kcal per mole
Highest occupied orbital energy   -8.5 eV